[1]
{
  "formula": "C29H43N2O4SeW",
  "method": "ωB97M-V with the def2-TZVPD basis set",
  "charge": 1,
  "s_squared": 2.01,
  "e_lumo_ev": [-3.76, -4.28],
  "multiplicity": 3,
  "de_lowest_kj_mol": 0.0,
  "homo_lumo_gap_ev": [7.833, 7.360],
  "species": ["W", "C", "C", "C", "C", "C", "C", "C", "Se", "C", "C", "C", "C", "C", "C", "O", "C", "C", "C", "C", "C", "C", "C", "C", "C", "O", "C", "C", "C", "C", "C", "C", "H", "H", "H", "H", "H", "H", "H", "H", "H", "H", "H", "H", "H", "H", "H", "H", "H", "H", "H", "H", "H", "H", "H", "H", "H", "H", "H", "H", "H", "H", "H", "H", "H", "H", "H", "H", "H", "H", "H", "H", "N", "N", "C", "O", "O", "H", "H", "H"],
  "positions_angstrom": [[2.2661, 2.0362, 0.4465], [-1.0077, -4.4812, 0.7672], [0.0068, -4.3340, -0.3667], [-0.7583, -4.2974, -1.6978], [0.9462, -5.5475, -0.3443], [0.8323, -3.0566, -0.2306], [0.6686, -2.1711, 0.8192], [1.4389, -1.0180, 0.8651], [1.2236, 0.2632, 2.2880], [-0.5399, 0.9142, 1.8742], [-1.6773, 0.2379, 2.2583], [-2.9257, 0.7346, 1.8867], [-2.9666, 1.9224, 1.1592], [-1.8370, 2.6507, 0.7684], [-0.6219, 2.1020, 1.1542], [0.5776, 2.6801, 0.8101], [-1.9335, 3.9527, -0.0300], [-1.2501, 3.7805, -1.3959], [-1.2712, 5.0950, 0.7548], [-3.3907, 4.3462, -0.2851], [-4.1842, -0.0367, 2.2823], [-4.2521, -0.1425, 3.8120], [-4.1154, -1.4457, 1.6744], [-5.4595, 0.6437, 1.7858], [2.3942, -0.7462, -0.1068], [3.1395, 0.4160, 0.0262], [2.6033, -1.6207, -1.1829], [1.8003, -2.7539, -1.1981], [3.6277, -1.3326, -2.2838], [3.2672, -0.0233, -3.0039], [5.0406, -1.2434, -1.6866], [3.6445, -2.4464, -3.3340], [-1.5732, -5.4028, 0.6286], [-1.7230, -3.6552, 0.7781], [-0.5219, -4.5392, 1.7436], [-1.3590, -5.2019, -1.8052], [-0.0847, -4.2446, -2.5537], [-1.4278, -3.4361, -1.7386], [0.3684, -6.4675, -0.4446], [1.5016, -5.5941, 0.5941], [1.6665, -5.5176, -1.1628], [-0.0552, -2.3587, 1.5995], [-1.5939, -0.6719, 2.8391], [-3.9315, 2.3096, 0.8768], [-0.1762, 3.6187, -1.3083], [-1.3953, 4.6836, -1.9903], [-1.6863, 2.9439, -1.9451], [-0.2163, 4.9069, 0.9453], [-1.7732, 5.2471, 1.7119], [-1.3475, 6.0213, 0.1834], [-3.9173, 3.6011, -0.8839], [-3.4083, 5.2843, -0.8401], [-3.9407, 4.5040, 0.6442], [-3.3891, -0.6685, 4.2230], [-5.1462, -0.6936, 4.1072], [-4.2955, 0.8472, 4.2698], [-3.2501, -2.0014, 2.0409], [-4.0544, -1.3985, 0.5854], [-5.0088, -2.0117, 1.9426], [-5.5785, 1.6428, 2.2092], [-6.3235, 0.0533, 2.0916], [-5.4828, 0.7208, 0.6970], [1.9248, -3.4519, -2.0123], [3.3426, 0.8465, -2.3535], [2.2527, -0.0679, -3.4045], [3.9497, 0.1334, -3.8408], [5.1230, -0.4482, -0.9480], [5.7603, -1.0440, -2.4821], [5.3180, -2.1852, -1.2101], [2.6853, -2.5394, -3.8463], [3.9081, -3.4127, -2.9008], [4.3957, -2.2081, -4.0873], [4.4390, 2.6115, 0.7986], [4.7304, 3.6699, -0.0849], [3.8673, 3.8930, -1.1547], [4.1135, 4.6504, -2.0365], [2.7358, 3.1668, -1.0396], [4.5079, 2.9569, 1.7544], [5.0998, 1.8420, 0.6858], [5.6836, 3.9877, -0.1620]]
}

---

[2]
{
  "formula": "C29H43N3O7P2Sc",
  "method": "ωB97M-V with the def2-TZVPD basis set",
  "charge": 1,
  "e_lumo_ev": -5.88,
  "de_lowest_kj_mol": 401.5,
  "homo_lumo_gap_ev": 3.375,
  "species": ["Sc", "C", "C", "C", "C", "C", "C", "H", "H", "H", "C", "H", "H", "H", "C", "H", "H", "H", "C", "H", "H", "H", "C", "H", "H", "H", "C", "C", "C", "C", "C", "C", "C", "C", "H", "H", "H", "H", "H", "H", "H", "H", "H", "H", "H", "H", "P", "C", "C", "P", "C", "C", "C", "H", "H", "H", "H", "H", "H", "H", "H", "H", "H", "H", "H", "H", "H", "O", "N", "O", "C", "C", "C", "C", "O", "C", "C", "N", "O", "O", "N", "O", "O", "H", "H"],
  "positions_angstrom": [[-0.6895, -1.8274, -0.5812], [-1.2310, 0.9626, 0.7537], [-1.5313, 0.8864, -0.6354], [-2.6285, -0.8450, 0.4369], [-1.8933, -0.0989, 1.4140], [-2.4223, -0.2092, -0.8326], [-0.4174, 1.9825, 1.4458], [0.1983, 2.5366, 0.7292], [0.2570, 1.5037, 2.1737], [-1.0271, 2.7131, 2.0048], [-1.8709, -0.3208, 2.8732], [-0.8654, -0.1437, 3.2909], [-2.1637, -1.3500, 3.1213], [-2.5621, 0.3668, 3.3906], [-3.5402, -1.9833, 0.6848], [-4.4850, -1.8320, 0.1342], [-3.7614, -2.0545, 1.7574], [-3.1309, -2.9601, 0.3745], [-2.9523, -0.7062, -2.1228], [-4.0370, -0.8779, -2.0340], [-2.5001, -1.6622, -2.4673], [-2.7884, 0.0360, -2.9135], [-1.1366, 1.8670, -1.6757], [-1.9524, 2.0358, -2.3973], [-0.2616, 1.5250, -2.2525], [-0.8894, 2.8422, -1.2298], [3.0928, 1.3666, 0.2373], [2.5551, 2.5295, -0.1525], [2.3825, 3.0947, -1.5247], [3.1083, 2.3260, -2.6480], [2.4185, 1.1277, -3.1735], [2.5975, -0.1719, -2.8085], [2.9873, -0.6650, -1.4377], [3.8145, 0.3020, -0.5363], [2.7547, 4.1288, -1.5191], [4.1354, 2.1056, -2.2928], [1.3199, 3.1706, -1.7926], [4.6880, 0.7194, -1.0919], [2.9127, 1.0700, 1.2832], [2.2035, 3.1854, 0.6383], [4.2849, -0.3502, 0.2147], [2.0853, -0.9628, -0.8748], [1.8380, -0.8626, -3.2629], [3.5472, -1.6074, -1.5233], [3.2166, 3.0248, -3.4957], [1.7006, 1.2975, -3.9965], [5.3436, 0.2323, -3.0997], [7.0097, 0.0845, -2.3762], [5.6995, 1.4748, -4.4044], [3.4330, -1.7612, -4.5066], [5.1751, -1.3419, -4.0148], [3.3015, -0.6452, -5.9621], [3.7934, -3.3412, -5.3503], [7.1603, -0.9263, -1.9795], [7.1125, 0.8210, -1.5677], [7.7433, 0.2988, -3.1637], [6.6849, 1.2267, -4.8186], [5.7466, 2.4725, -3.9454], [4.9473, 1.4831, -5.2015], [4.7124, -3.2189, -5.9406], [2.9490, -3.6021, -6.0004], [3.9371, -4.1207, -4.5912], [5.5616, -2.1561, -3.3720], [5.7898, -1.2816, -4.9323], [2.5681, -1.0979, -6.6404], [4.2702, -0.5787, -6.4714], [2.9503, 0.3555, -5.6912], [-0.3889, -3.7477, 6.7479], [-0.6596, -4.3700, 5.7036], [-1.4325, -5.3512, 5.6733], [-0.0763, -3.9236, 4.4498], [0.7129, -2.7715, 4.4184], [1.0766, -2.2209, 3.1969], [0.5179, -2.6877, 1.9898], [0.5463, -1.9146, 0.9154], [-0.1650, -3.9466, 2.0314], [-0.4479, -4.5699, 3.2589], [-0.6583, -4.5479, 0.8178], [-0.9745, -3.7744, -0.2274], [-0.8745, -5.7470, 0.7478], [1.8859, -0.9814, 3.1090], [1.3860, 0.0393, 3.6334], [2.9803, -1.0131, 2.5288], [1.0133, -2.2975, 5.3556], [-0.9956, -5.5020, 3.2953]]
}